Record 1
# C26H43NO18

A 7-piece molecular cluster, C26H43NO18 overall in a non-equilibrium geometry (the ωB97M-V functional and the def2-TZVPD basis, the OMol25 dataset).

ORCA input file:
```
! RIJCOSX wB97M-V def2-TZVPD def2/J DEFGRID3
* xyz 0 1
C -1.6175 5.9516 -0.5464
C -0.6176 6.1560 0.5834
C -1.0200 5.3887 1.7668
O -0.1012 4.2712 1.7686
C 0.8187 4.4857 0.8064
O 1.8436 3.8206 0.6439
O 0.6596 5.6235 0.1640
H -1.7164 4.8631 -0.9357
H -1.1761 6.6532 -1.3098
H -2.6094 6.3264 -0.3528
H -0.4753 7.1256 0.8537
H -2.0195 4.9258 1.5961
H -0.9264 6.0259 2.7038
C 4.8688 1.2205 2.6693
C 5.1692 -0.1706 2.1281
C 6.1166 -0.3030 0.9506
O 7.2979 -0.4780 1.6303
C 7.1552 -0.7692 2.8691
O 8.0718 -1.0284 3.6607
O 5.9147 -0.8640 3.0882
H 5.8295 1.6574 3.0026
H 4.2892 1.2890 3.6365
H 4.2657 1.8888 1.9219
H 4.2683 -0.7571 1.8514
H 5.9878 0.5195 0.1772
H 5.9847 -1.2056 0.3854
C -1.5461 -7.0322 -1.3002
C -1.4172 -5.5623 -1.7685
C -2.7579 -5.0096 -2.3690
O -3.0808 -3.8678 -1.6482
C -2.2775 -3.7062 -0.5835
O -2.3860 -2.7761 0.2247
O -1.3383 -4.7100 -0.5248
H -2.4344 -7.1308 -0.6788
H -0.6924 -7.4633 -0.7535
H -1.6160 -7.6984 -2.1225
H -0.5007 -5.3709 -2.4103
H -3.5797 -5.7536 -2.4334
H -2.5852 -4.7416 -3.4054
C 0.8199 -2.2781 -2.9681
C 1.0020 -1.7135 -1.5453
C 1.6567 -2.5861 -0.4102
O 2.5981 -1.6784 0.1347
C 2.6725 -0.5288 -0.5550
O 3.4042 0.4732 -0.3304
O 1.9622 -0.6167 -1.6241
H 1.7633 -2.9177 -3.0979
H 0.8371 -1.5043 -3.6968
H -0.0912 -2.8919 -3.0060
H 0.0332 -1.3399 -1.2167
H 2.0707 -3.4612 -0.8345
H 0.9824 -2.8881 0.2698
C -1.1650 -2.3529 3.0770
O -0.2600 -1.4699 3.5763
C 0.1842 -0.6354 2.6713
O -0.0318 -0.7886 1.2271
O 1.0318 0.3363 3.1080
C 1.3009 1.5377 2.3278
H -1.4408 -3.0994 3.8424
H -0.8323 -2.9339 2.1816
H -2.0713 -1.7236 2.8177
H 0.3715 2.1587 2.2493
H 1.6114 1.3760 1.3458
H 1.9788 2.0646 3.0162
C 0.1292 1.6545 -1.6232
O -0.1296 1.6175 -2.9929
C -1.1643 0.9292 -3.4830
O -2.0015 0.1484 -2.6713
O -1.2863 1.0371 -4.7583
C -2.4635 0.7967 -5.4528
H -0.2393 2.6270 -1.3473
H 1.2183 1.6723 -1.4537
H -0.3107 0.9751 -0.9894
H -2.9944 -0.1348 -5.2634
H -2.2364 1.0224 -6.5159
H -3.1100 1.6111 -5.1535
C -4.9788 0.3606 0.9790
C -3.4409 0.3483 0.8703
C -2.8797 1.6363 1.5234
C -3.4671 2.8881 1.0432
N -3.8464 3.8968 0.6324
H -5.4853 -0.3925 0.3170
H -5.3491 1.2899 0.5026
H -5.4452 0.2685 2.0475
H -3.0421 0.4579 -0.0792
H -2.9688 -0.4430 1.4058
H -1.8611 1.7490 1.3265
H -3.0849 1.6516 2.6361
*
```

## Properties
E_HOMO: -9.88 eV
DFT total energy: -65999.24577 eV
HOMO-LUMO gap: 10.1027 eV
structure (SMILES): C[C@H]1COC(=O)O1.C[C@H]1COC(=O)O1.C[C@H]1COC(=O)O1.C[C@H]1COC(=O)O1.COC(=O)OC.COC(=O)OC.CCCC#N



Record 2
# C26H44AsFN4NaO10SSbTe

C26H44AsFN4NaO10SSbTe as an isolated structure (the ωB97M-V functional and the def2-TZVPD basis, the OMol25 dataset).

ORCA input file:
```
! RIJCOSX wB97M-V def2-TZVPD def2/J DEFGRID3
* xyz -2 1
Na 0.6491 -0.7823 1.1474
C 3.6480 0.8094 -0.1475
N 3.9345 -0.4445 -0.8321
C 4.0706 -1.6253 0.0063
C 3.7159 -0.6111 -2.1543
O 3.8143 -1.6886 -2.7331
C 3.4057 0.6441 -2.9744
O 2.1930 1.2944 -2.6673
C 1.0336 0.6745 -3.1653
C 0.3865 -0.2551 -2.1432
O 0.9509 -0.5230 -1.0853
N -0.8175 -0.7556 -2.4728
C -1.5569 -0.2756 -3.6341
C -1.5288 -1.5735 -1.5011
H 4.0022 0.7294 0.8778
H 2.5800 1.0180 -0.1136
H 4.1569 1.6448 -0.6310
H 3.1395 -1.8682 0.5240
H 4.8452 -1.4466 0.7548
H 4.3514 -2.4668 -0.6194
H 3.4209 0.3267 -4.0207
H 4.1927 1.3868 -2.8239
H 1.2536 0.1067 -4.0782
H 0.3332 1.4682 -3.4403
H -0.9415 -0.2943 -4.5333
H -1.9271 0.7442 -3.5056
H -2.4033 -0.9404 -3.7949
H -0.8314 -2.1160 -0.8673
H -2.1487 -2.2941 -2.0343
H -2.1722 -0.9594 -0.8642
Te -1.4670 3.7659 -4.6452
C -2.2463 3.9283 -6.5923
C -2.4324 5.0434 -7.3686
C -2.9916 4.7738 -8.6500
C -3.2335 3.4488 -8.8534
S -2.7677 2.5391 -7.4707
H -2.1712 6.0321 -7.0180
H -3.2053 5.5370 -9.3880
H -3.6502 2.9748 -9.7283
C -3.0642 -1.5227 2.0682
C -1.9298 -1.1928 3.0309
O -1.9435 -1.7286 4.1647
O -1.0348 -0.4112 2.6031
H -3.9354 -1.9024 2.6007
H -2.6946 -2.2952 1.3893
H -3.3290 -0.6460 1.4769
C 1.0778 -0.8358 4.7884
As 1.1132 0.8757 3.9190
C -0.5294 1.8437 4.2190
C 2.3949 1.8998 4.9616
O 1.6734 0.8720 2.3622
H 1.5496 -0.7518 5.7686
H 1.6289 -1.5234 4.1440
H 0.0422 -1.1726 4.8567
H -0.3118 2.8071 4.6805
H -1.1793 1.2411 4.8511
H -1.0071 1.9694 3.2521
H 2.0680 1.9871 5.9989
H 2.4860 2.8904 4.5172
H 3.3608 1.3978 4.9207
C 1.4248 4.3828 -1.7859
Sb -0.0782 3.3565 -0.6458
C -1.4676 5.0017 -0.6861
C 0.7542 3.9279 1.2594
H 1.5334 5.4011 -1.4089
H 1.1329 4.4074 -2.8361
H 2.3671 3.8440 -1.6952
H -0.9567 5.9223 -0.3988
H -2.2855 4.8093 0.0094
H -1.8740 5.1062 -1.6922
H 1.1928 4.9244 1.1806
H 1.4981 3.1943 1.5690
H -0.0427 3.9443 2.0048
F -4.4799 -4.9324 3.3184
C -3.2548 -5.4543 3.1169
C -2.1506 -4.7228 3.3213
N -0.8928 -5.2442 3.1496
C 0.2617 -4.3569 3.2685
C 0.4375 -3.4055 2.0670
O -0.4568 -3.3764 1.2046
O 1.4792 -2.7061 2.1273
C -0.7018 -6.5266 2.7018
O 0.3849 -7.0404 2.5115
N -1.8732 -7.2426 2.5053
C -3.1887 -6.8264 2.6720
O -4.1213 -7.5805 2.4581
H -2.1988 -3.6856 3.6554
H 1.1510 -4.9683 3.3834
H 0.1280 -3.7387 4.1567
H -1.7427 -8.1863 2.1751
*
```

## Properties
E_HOMO: -1.86 eV
DFT total energy: -146755.75984 eV
HOMO-LUMO gap: 5.2953 eV



Record 3
# C26H44BCl12F2N2O7S

A 7-piece molecular cluster, C26H44BCl12F2N2O7S overall in a non-equilibrium geometry (the ωB97M-V functional and the def2-TZVPD basis, the OMol25 dataset).

ORCA input file:
```
! RIJCOSX wB97M-V def2-TZVPD def2/J DEFGRID3
* xyz -1 1
C 1.0165 1.4741 4.1679
C 0.9147 0.1552 3.4407
N 0.0288 -0.7129 3.7424
C 1.9007 -0.1704 2.3524
C 1.3578 -0.0370 0.9167
C 0.5143 -1.2563 0.4974
C 1.1898 -2.5878 0.6651
O 0.5963 -3.6240 0.7038
F 2.5277 -2.6173 0.7727
O 2.4963 0.2376 0.1488
B 2.1908 1.0510 -1.0434
C 2.4662 0.3799 -2.4958
C 2.8143 -1.1248 -2.4387
C 4.2653 -1.4206 -2.8192
C 5.1830 -1.3095 -1.6238
O 6.4840 -1.8950 -1.9427
C 7.1887 -2.1737 -0.8440
O 8.3627 -1.9336 -0.7334
C 2.9601 2.5536 -1.0106
O 4.2033 2.5417 -0.2960
O 4.5461 3.8990 0.0500
O 0.7344 1.3853 -0.7679
C 0.5059 1.2557 0.5432
F 0.8932 2.3302 1.3255
N -0.9917 1.1733 0.6503
C -1.5512 1.3443 1.7196
S -2.3459 1.6621 3.0347
H 0.5647 1.3747 5.1556
H 0.4729 2.2564 3.6440
H 2.0504 1.7748 4.3167
H -0.5780 -0.3663 4.4839
H 2.1937 -1.2079 2.4937
H 2.8066 0.4219 2.4226
H 0.1465 -1.2983 -0.5408
H -0.3584 -1.3060 1.1466
H 1.5719 0.4975 -3.1070
H 3.2869 0.8937 -2.9952
H 2.6078 -1.5700 -1.4667
H 2.1841 -1.6672 -3.1510
H 4.3734 -2.4212 -3.2465
H 4.6128 -0.7125 -3.5722
H 5.3589 -0.2622 -1.3748
H 4.7657 -1.8018 -0.7432
H 6.6667 -2.6941 -0.0274
H 2.3038 3.2819 -0.5259
H 3.1405 2.9397 -2.0223
H 4.0286 4.0395 0.8567
Cl -5.8851 1.9108 1.4319
C -4.8125 2.2372 0.0395
C -4.6205 3.7092 -0.1964
Cl -6.1152 4.5042 -0.7752
H -5.2415 1.7451 -0.8291
H -3.8507 1.7784 0.2625
H -3.8627 3.8582 -0.9635
H -4.3023 4.2181 0.7095
Cl -3.0732 -0.3894 5.9671
C -3.9115 -1.8881 5.4816
C -2.9988 -2.8510 4.7662
Cl -2.5141 -2.2594 3.1652
H -4.7576 -1.6089 4.8591
H -4.2870 -2.3473 6.3951
H -3.5175 -3.7970 4.6151
H -2.0939 -3.0404 5.3402
Cl 1.8379 6.4311 5.0905
C 3.0385 6.7763 3.8167
C 2.9715 5.7852 2.6849
Cl 3.5175 4.1621 3.1773
H 4.0219 6.7833 4.2790
H 2.8235 7.7751 3.4405
H 3.6255 6.1108 1.8762
H 1.9610 5.6900 2.2945
Cl -0.8604 -6.0907 -4.4188
C 0.2515 -6.0763 -3.0189
C 0.1071 -4.8309 -2.1859
Cl 0.6918 -3.3760 -3.0393
H 1.2641 -6.1846 -3.3988
H 0.0106 -6.9504 -2.4163
H 0.7002 -4.9226 -1.2787
H -0.9275 -4.6590 -1.8998
Cl -6.6231 -1.8940 -4.3221
C -7.1294 -1.2436 -2.7401
C -7.4929 0.2164 -2.8166
Cl -6.0686 1.2397 -3.1256
H -6.3200 -1.4145 -2.0343
H -7.9957 -1.8200 -2.4207
H -7.9163 0.5390 -1.8662
H -8.2188 0.4082 -3.6022
Cl -1.3623 -1.0610 -2.0341
C -2.2274 -1.0273 -3.6009
C -1.5210 -1.7634 -4.7091
Cl -0.0357 -0.9527 -5.2506
H -2.3980 0.0155 -3.8561
H -3.1891 -1.5046 -3.4272
H -2.1803 -1.8179 -5.5746
H -1.2568 -2.7747 -4.4074
*
```

## Properties
E_HOMO: -5.43 eV
DFT total energy: -212206.46006 eV
HOMO-LUMO gap: 7.2740 eV